ORCA calculation (wB97M-V/def2-TZVPD) on a 2-piece molecular cluster, C23H20ClN2O6S overall in a non-equilibrium geometry.

Structure (ORCA input):
```
! RIJCOSX wB97M-V def2-TZVPD def2/J DEFGRID3
* xyz -1 1
C -3.8368 -1.4591 -1.5004
C -2.5638 -1.9507 -2.1237
O -1.5094 -1.0700 -1.6763
C -0.3082 -1.5183 -2.0629
C 0.8011 -0.5696 -1.7610
C 0.7445 0.3823 -0.8067
C 1.7778 1.4134 -0.7571
C 2.3544 1.9370 -1.9443
C 3.3873 2.8653 -1.9123
C 3.8867 3.3213 -0.6854
C 4.9762 4.2587 -0.6681
N 5.8845 5.0038 -0.6731
C 3.2970 2.8625 0.5081
C 2.2418 1.9532 0.4614
C 2.0166 -0.8497 -2.6272
O 3.1462 -0.9698 -2.1863
O 1.7154 -0.9638 -3.9399
C 2.8482 -1.3075 -4.7874
C 2.3462 -1.4088 -6.2076
O -0.1155 -2.5947 -2.6096
H -4.6757 -2.0839 -1.8132
H -3.7767 -1.4899 -0.4088
H -4.0411 -0.4326 -1.8226
H -2.3170 -2.9698 -1.8058
H -2.5931 -1.9020 -3.2228
H -0.0416 0.3337 -0.0208
H 1.9478 1.6575 -2.9126
H 3.8265 3.2382 -2.8411
H 3.6715 3.2115 1.4782
H 1.7430 1.6259 1.3783
H 3.6080 -0.5196 -4.6762
H 3.2821 -2.2634 -4.4569
H 3.1817 -1.7268 -6.8428
H 1.5375 -2.1476 -6.2988
H 1.9970 -0.4270 -6.5524
N -5.8084 -0.3404 7.6362
C -4.9305 -0.3421 6.8617
C -3.8403 -0.2757 5.9295
C -3.7061 0.8681 5.1436
C -2.6010 1.0391 4.3202
C -1.6435 0.0329 4.2369
S -0.2783 0.2242 3.0681
C -0.7150 -0.4722 1.4670
Cl -0.1364 -2.0383 1.2325
O -0.2290 1.6449 2.7568
O 0.8773 -0.4379 3.6318
C -1.7594 -1.1168 5.0145
C -2.8807 -1.2874 5.8278
H -4.4836 1.6292 5.1826
H -2.4918 1.9485 3.7373
H -1.8324 -0.4421 1.3662
H -0.9693 -1.8626 4.9755
H -3.0115 -2.2111 6.3898
*
```

* LUMO energy: 2.01 eV
* energy relative to the best compared isomer or geometry (same formula, charge and spin): 0.183 eV
* gap between HOMO and LUMO: 6.20 eV

Mulliken population analysis, charges in e, atoms 1 to 2: number 1, C, carries -1.154; number 2, C, carries -0.220

***

ORCA calculation (wB97M-V/def2-TZVPD) on C25H46MoP2 as an isolated structure in a non-equilibrium geometry.

Structure (ORCA input):
```
! RIJCOSX wB97M-V def2-TZVPD def2/J DEFGRID3
* xyz 2 3
Mo 0.0812 0.0491 2.5705
C 0.7861 -0.0988 4.7750
C 1.8425 0.4764 4.0039
C 0.0279 1.9210 3.9400
C -0.3401 0.8065 4.7195
C 1.3879 1.7278 3.4874
C 0.9024 -1.3232 5.6389
H 1.5947 -2.0490 5.2082
H -0.0620 -1.8074 5.7608
H 1.2765 -1.0540 6.6345
C -1.6432 0.6482 5.4364
H -1.7860 -0.3469 5.8235
H -2.4666 0.8768 4.7663
H -1.6960 1.3153 6.3027
C -0.7914 3.1717 3.7414
H -0.6990 3.8061 4.6286
H -1.8352 2.9071 3.6035
H -0.4452 3.7351 2.8758
C 2.2142 2.7472 2.7388
H 2.7281 3.4083 3.4504
H 1.5941 3.3733 2.0888
H 2.9825 2.2704 2.1239
C 3.2530 -0.0449 3.9034
H 3.8579 0.4668 4.6586
H 3.6975 0.1542 2.9265
H 3.3006 -1.1161 4.0979
C -0.8325 -1.7436 1.7788
C 0.3267 -2.1176 2.5352
C 1.6170 -2.5160 1.9099
C 2.0421 -1.5598 0.7630
C 1.6118 -0.1315 0.9931
C 0.4107 0.4229 0.4510
C -0.5551 -0.4054 -0.3601
C -0.9215 -1.7529 0.2894
H 1.5583 -3.5554 1.5468
H 1.6567 -1.9342 -0.1964
H 2.4052 -2.5246 2.6771
H -0.3111 -2.5621 -0.1127
H -1.7968 -1.7928 2.2703
H 0.1734 -2.4928 3.5453
H -1.9557 -2.0027 0.0179
H -1.4692 0.1843 -0.5012
H 0.3944 1.5037 0.2692
H -0.1598 -0.5770 -1.3742
H 3.1396 -1.5891 0.6676
H 2.4252 0.5711 1.1998
P -1.0964 -0.6365 -4.6705
P -0.7526 2.1305 -6.2368
C -1.1142 -0.6833 -6.5492
C -1.4602 0.6701 -7.1853
H -1.8646 -1.4364 -6.8367
H -0.1281 -1.0341 -6.8912
H -1.0515 0.7256 -8.2066
H -2.5517 0.8029 -7.2431
C -1.5677 3.5020 -7.1418
H -1.1086 4.4505 -6.8304
H -2.6333 3.5380 -6.8771
H -1.4685 3.3939 -8.2326
C 0.9108 2.1803 -7.0465
H 0.8269 2.1882 -8.1450
H 1.5070 1.3117 -6.7314
H 1.4316 3.0903 -6.7177
C -2.5483 -1.7280 -4.3557
H -2.6070 -1.9404 -3.2782
H -2.4661 -2.6761 -4.9112
H -3.4719 -1.2114 -4.6567
C 0.2635 -1.8286 -4.3449
H 1.2287 -1.3752 -4.6144
H 0.1282 -2.7612 -4.9156
H 0.2809 -2.0592 -3.2685
C -1.8886 -1.8793 4.3510
H -1.8278 -2.1282 5.4192
H -2.7280 -1.2516 4.0383
H -1.7637 -2.8001 3.8041
*
```

* LUMO energy (alpha / beta): -6.05 / -8.66 eV
* expectation value of S²: 2.1528
* gap between HOMO and LUMO (alpha / beta): 7.28 / 4.59 eV

Mulliken population analysis, charges in e, atoms 1 to 2: number 1, Mo, carries -0.080; number 2, C, carries 0.790

***

ORCA calculation (wB97M-V/def2-TZVPD) on a 2-piece molecular cluster, C3H6Cl2S overall in a non-equilibrium geometry.

Structure (ORCA input):
```
! RIJCOSX wB97M-V def2-TZVPD def2/J DEFGRID3
* xyz 0 1
S -0.8461 1.8008 -1.8247
C -1.6057 0.1773 -1.1554
Cl -1.6025 -0.0062 0.4945
Cl -0.8122 -1.1520 -1.9391
H -2.0795 2.1362 -2.1435
H -2.6135 0.1838 -1.5530
C 2.0382 -0.7236 0.8572
C 1.3355 -0.3085 1.8775
H 1.6809 -0.4034 -0.1339
H 2.8601 -1.4012 0.8874
H 0.4515 0.2974 1.7302
H 1.1934 -0.6006 2.9026
*
```

* structure (SMILES): SC(Cl)Cl.C=C
* LUMO energy: 0.53 eV
* energy relative to the best compared isomer or geometry (same formula, charge and spin): 1.923 eV
* gap between HOMO and LUMO: 10.34 eV

Mulliken population analysis, charges in e, atoms 1 to 2: number 1, S, carries -0.139; number 2, C, carries -0.150